Computed, not measured: a 2-piece molecular cluster, C10H16O overall at a distorted geometry, with ωB97M-V/def2-TZVPD.

Summary:
LUMO level, eV: 0.76
HOMO-LUMO gap, eV: 8.940
Energy above the lowest of the compared OMol25 structures with the same formula, charge and spin, kJ/mol: 394.05
SMILES: CCc1ccc(O)cc1.CC

```
27
Properties=species:S:1:pos:R:3:nbo_charge:R:1
C 1.270 2.457 0.133 -0.59
C -0.296 2.354 0.409 -0.40
C -0.655 0.923 0.939 -0.04
C -1.247 0.973 2.244 -0.19
C -1.499 -0.284 2.753 -0.29
C -1.104 -1.499 2.264 0.30
O -1.374 -2.596 3.036 -0.68
C -0.299 -1.632 1.133 -0.26
C -0.270 -0.381 0.410 -0.20
H 1.898 2.241 1.097 0.21
H 1.483 3.455 -0.182 0.20
H 1.472 1.762 -0.646 0.20
H -0.751 3.009 1.247 0.19
H -0.709 2.689 -0.471 0.20
H -1.625 2.004 2.482 0.22
H -2.223 -0.519 3.491 0.19
H -2.091 -2.378 3.865 0.48
H 0.188 -2.542 0.901 0.23
H 0.188 -0.597 -0.548 0.21
C 1.529 -1.559 -3.337 -0.60
C 0.432 -0.714 -2.782 -0.61
H 1.221 -2.589 -3.724 0.20
H 2.068 -1.250 -4.126 0.20
H 2.201 -1.758 -2.439 0.19
H -0.351 -0.646 -3.629 0.20
H 0.033 -1.259 -1.889 0.20
H 0.512 0.334 -2.633 0.21
```